This record from the Open Molecules 2025 dataset describes a molecular structure, C20H57N5O7Sr2 in a non-equilibrium geometry. The level of theory is ωB97M-V with the def2-TZVPD basis set.

Cartesian coordinates (Å):
Sr 1.74 2.46 -2.09
Sr -0.66 3.67 0.26
O -1.84 -0.18 -5.85
O 1.60 4.52 -0.68
O 1.50 0.31 5.87
O -0.39 -4.15 0.05
O -5.67 0.29 1.11
O 0.85 1.79 0.00
O 3.80 1.57 -0.84
N -0.50 -0.42 0.44
N 0.03 0.60 -2.74
N -2.37 1.67 0.83
N 1.70 2.37 2.84
N 3.12 0.34 -3.17
C 1.49 1.63 5.19
C -4.31 0.28 1.40
C 0.00 -1.73 -0.01
C -1.30 -5.27 0.12
C -1.05 -2.82 0.35
C 1.37 -1.95 0.71
C 1.70 1.21 3.69
C -0.84 -1.58 -3.44
C 3.03 0.45 3.35
C -0.47 -0.22 -3.84
C -1.68 0.55 -4.56
C 3.33 -0.55 -2.03
C -3.83 1.16 -1.13
C 4.39 2.20 0.32
C -3.17 -0.50 -6.09
C 4.22 0.20 -1.01
C 1.46 0.41 7.24
C -3.77 1.39 0.42
C -6.48 0.12 2.31
C 3.91 -1.80 -2.68
H 1.33 1.05 0.44
H 0.85 0.64 3.31
H 1.21 -1.75 1.77
H 4.26 3.28 0.26
H -1.24 -2.71 1.42
H 2.34 -0.84 -1.66
H 1.36 -0.60 7.64
H -6.24 0.87 3.06
H -3.28 1.89 -1.72
H 1.74 2.04 1.89
H -3.96 -0.72 1.18
H 5.46 2.10 0.47
H -2.39 1.82 1.82
H -2.20 -5.07 -0.46
H 3.27 -2.15 -3.49
H 2.97 0.13 2.30
H -3.21 0.27 -1.27
H 0.01 -2.16 -3.10
H -1.50 1.61 -4.71
H 3.83 1.83 1.18
H 2.40 0.73 7.69
H -2.48 0.47 -3.83
H 2.31 -0.02 -3.67
H 4.91 -1.53 -3.04
H 5.28 0.19 -1.27
H -1.11 -2.13 -4.34
H 0.05 -1.73 -1.09
H -0.48 -0.34 1.45
H -1.80 0.86 0.65
H 2.31 2.28 5.50
H 1.85 -2.92 0.59
H -3.95 0.55 2.39
H 3.95 1.03 3.44
H -0.49 1.46 -2.76
H -1.49 -5.61 1.14
H -4.46 2.21 0.64
H 0.71 1.06 7.72
H -4.87 0.91 -1.33
H -6.35 -0.79 2.91
H -1.92 -2.65 -0.28
H -0.77 -6.04 -0.44
H 2.10 -1.18 0.45
H 0.52 2.09 5.38
H 3.96 -2.74 -2.12
H 0.39 -0.19 -4.51
H 3.10 -0.38 4.05
H -0.29 0.15 -1.90
H -1.75 -1.72 -2.85
H 2.11 4.84 0.09
H 0.83 2.88 2.83
H -3.54 -1.19 -5.34
H -3.30 -0.97 -7.07
H 3.92 0.27 -3.78
H 4.12 -0.24 -0.02
H -7.52 0.17 1.99
H 0.06 0.33 0.08
H -3.86 0.33 -5.99

Output
Frontier orbital gap (spin up / spin down) ... 0.231 / 0.063 Ha
Total charge ... +3
Max |F| ... 3.409 eV Å⁻¹
Energy ... -1657.05527 hartree
LUMO energy (spin up / spin down) ... -9.216 / -13.776 eV
E_HOMO (spin up / spin down) ... -15.49 / -15.49 eV
Expectation value of S² ... 0.7545
Spin multiplicity ... 2

Atom-resolved charges from Löwdin, all expressed in e: 1.568, 1.613, -0.160, -0.658, -0.198, -0.199, 0.075, -0.692, -0.344, 0.012, -0.049, -0.038, 0.021, -0.030, -0.102, -0.108, -0.373, -0.086, -0.129, -0.011, -0.403, -0.045, -0.019, -0.404, -0.112, -0.405, -0.001, -0.049, -0.123, -0.131, -0.152, -0.331, 0.075, -0.031, -0.015, 0.110, 0.083, 0.098, 0.120, 0.107, 0.097, 0.137, 0.079, 0.003, 0.185, 0.115, 0.083, 0.082, 0.089, 0.039, 0.070, 0.095, 0.121, 0.056, 0.092, 0.101, 0.050, 0.097, 0.146, 0.107, 0.085, 0.080, 0.011, 0.134, 0.098, 0.151, 0.092, 0.032, 0.093, 0.149, 0.090, 0.100, 0.146, 0.104, 0.096, 0.038, 0.116, 0.092, 0.135, 0.088, 0.040, 0.096, -0.043, 0.040, 0.082, 0.108, 0.104, 0.119, 0.130, -0.023, 0.090



This record from the Open Molecules 2025 dataset describes a molecular structure, C35H34N5O3PtS in a non-equilibrium geometry. The level of theory is ωB97M-V with the def2-TZVPD basis set.

Cartesian coordinates (Å):
Pt -0.43 0.57 0.63
S -0.96 -2.57 -1.09
O -0.46 0.50 2.77
O -1.56 -1.12 5.14
O 0.10 -1.88 -0.32
N 0.90 0.05 5.34
N -2.32 0.38 -0.01
N 1.57 0.69 0.53
N -0.17 1.03 -1.22
N 1.04 1.14 -1.70
C 1.97 0.91 -0.77
C -2.20 2.10 2.77
C -3.72 -2.62 1.53
C -2.56 2.70 -3.48
C -2.49 1.19 -1.14
C 4.27 0.75 -0.09
C -4.58 -3.08 0.54
C -1.34 2.24 -3.03
C 3.35 0.94 -1.09
C -2.74 -1.87 5.35
C -0.85 -4.68 -2.68
C -2.96 3.02 3.43
C 2.48 0.50 1.47
C -3.69 1.71 -1.59
C -1.29 1.50 -1.84
C -2.78 3.24 4.80
C -0.55 -1.69 4.44
C -0.99 1.57 4.83
C 1.70 -2.85 3.24
C -0.66 -2.85 3.68
C 3.83 0.53 1.22
C -1.20 1.32 3.42
C -4.69 -2.37 -0.65
C -1.83 2.53 5.47
C 0.72 -1.09 4.55
C -3.01 -1.45 1.37
C 0.06 1.06 5.59
C 0.44 -3.40 3.06
C -0.60 -2.25 -2.89
C 1.83 -1.70 4.00
C -3.10 -0.73 0.16
C -0.42 -4.32 -1.27
C -3.72 2.46 -2.75
C -0.28 -3.57 -3.57
C -3.96 -1.22 -0.84
H -4.59 1.56 -1.01
H 0.22 -1.53 -2.92
H 1.75 0.03 5.89
H -2.35 -1.08 2.14
H 3.64 1.12 -2.11
H -0.71 -3.61 -4.57
H -2.62 3.27 -4.39
H -5.36 -2.71 -1.42
H -3.35 -1.91 4.45
H -0.48 -5.66 -2.98
H -1.50 -1.79 -3.29
H 0.32 -4.28 2.45
H 4.53 0.40 2.03
H -3.29 -1.35 6.14
H 5.32 0.76 -0.31
H 0.28 1.59 6.51
H -4.02 -0.70 -1.79
H 2.81 -1.27 4.16
H 2.09 0.34 2.46
H -2.50 -2.89 5.69
H -1.94 -4.69 -2.74
H 2.57 -3.31 2.80
H -4.66 2.86 -3.10
H -5.14 -3.98 0.69
H -3.69 3.60 2.88
H -0.42 2.43 -3.56
H -1.62 -3.33 3.57
H -0.90 -4.91 -0.50
H -3.65 -3.18 2.45
H -3.39 3.97 5.32
H 0.66 -4.33 -1.15
H 0.80 -3.69 -3.67
H -2.32 1.94 1.71
H -1.70 2.69 6.53

Output
Frontier orbital gap (spin up / spin down) ... 0.184 / 0.179 Ha
Total charge ... +1
Max |F| ... 3.397 eV Å⁻¹
Energy ... -2370.86749 hartree
LUMO energy (spin up / spin down) ... -4.263 / -4.341 eV
E_HOMO (spin up / spin down) ... -9.28 / -9.20 eV
Spin multiplicity ... 1

Atom-resolved charges from Löwdin, all expressed in e: 1.288, 0.947, -0.186, -0.081, -0.587, 0.138, -0.125, -0.057, -0.115, 0.128, -0.314, -0.018, -0.094, -0.067, -0.224, -0.039, -0.093, 0.011, 0.019, -0.038, -0.246, -0.042, -0.102, -0.019, -0.209, -0.077, -0.220, -0.131, -0.067, -0.004, -0.030, -0.324, -0.088, -0.030, -0.189, -0.048, 0.021, -0.054, -0.280, -0.037, -0.340, -0.303, -0.041, -0.228, -0.066, 0.129, 0.081, 0.170, 0.082, 0.120, 0.114, 0.109, 0.108, 0.084, 0.118, 0.081, 0.111, 0.109, 0.104, 0.117, 0.148, 0.104, 0.117, 0.092, 0.106, 0.116, 0.111, 0.114, 0.100, 0.116, 0.115, 0.100, 0.087, 0.088, 0.107, 0.100, 0.116, 0.074, 0.116



This record from the Open Molecules 2025 dataset describes a molecular structure, C6H8Li2O6 in a non-equilibrium geometry. The level of theory is ωB97M-V with the def2-TZVPD basis set.

Cartesian coordinates (Å):
O -1.67 0.39 0.33
O 2.41 -0.03 -1.34
O -1.00 -1.49 -0.69
O 1.70 -1.16 1.04
O 1.33 1.80 -0.61
O -3.13 -0.83 -0.76
C 1.37 0.95 -1.51
C -2.90 1.15 0.41
C 3.35 0.04 -0.25
C -1.86 -0.68 -0.44
C 3.05 -1.09 0.74
C -3.93 0.14 -0.06
Li 0.96 -1.46 -0.63
Li 0.52 0.61 1.12
H -4.66 0.55 -0.77
H 3.26 1.02 0.23
H 3.43 -2.04 0.30
H -3.03 1.49 1.44
H -4.44 -0.37 0.76
H 3.69 -0.91 1.64
H 4.36 -0.06 -0.68
H -2.80 2.01 -0.27

Output
Frontier orbital gap ... 0.232 Ha
Max |F| ... 1.799 eV Å⁻¹
Energy ... -699.98364 hartree
LUMO energy ... -0.345 eV
E_HOMO ... -6.65 eV
Spin multiplicity ... 1

Atom-resolved charges from Löwdin, all expressed in e: 0.017, -0.258, 0.089, -0.464, -0.191, 0.102, -0.338, -0.068, -0.231, -0.571, -0.419, -0.071, 0.671, 0.737, 0.140, 0.102, 0.104, 0.138, 0.139, 0.106, 0.119, 0.146